The following is a quantum chemistry calculation of C4H10N2O in the gas phase, from OMol25.

Structure (SMILES): CC(=O)NCCN
E, Eh: -343.14785
Frontier orbital gap, Eh: 0.3685
F_max, eV Å⁻¹: 1.59
E_HOMO, eV: -9.14

Geometry (Å):
C1 -2.21323 1.05603 -0.74564
C2 -1.13730 0.32961 -1.56354
O1 -1.30921 0.20143 -2.75094
N1 0.01082 -0.05940 -0.89974
C3 0.05518 -0.32646 0.52573
C4 1.27250 -1.11480 0.96026
N2 2.41333 -0.29331 1.25352
H1 -1.91877 1.39261 0.24924
H2 -2.24870 2.03258 -1.23476
H3 -3.11929 0.45212 -0.83687
H4 0.92372 -0.02609 -1.32330
H5 -0.04586 0.62982 1.07346
H6 -0.82742 -0.92344 0.87724
H7 1.02777 -1.72826 1.85354
H8 1.59194 -1.87007 0.22586
H9 2.26315 0.63308 1.60990
H10 3.26137 -0.38544 0.72604

The following is a quantum chemistry calculation of C4H10N2O in the gas phase, from OMol25.

Structure (SMILES): CCC(=O)NCN
E, Eh: -343.12772
Frontier orbital gap, Eh: 0.3804
F_max, eV Å⁻¹: 3.64
E_HOMO, eV: -9.54

Geometry (Å):
C1 -1.23626 1.79077 -1.14965
C2 0.00682 1.18005 -0.51414
C3 -0.11319 0.48064 0.86108
O1 -0.58635 1.10934 1.82783
N1 0.39982 -0.78941 0.99608
C4 0.20624 -1.79919 -0.17952
N2 1.21063 -1.83829 -1.29926
H1 -1.83562 2.07293 -0.23746
H2 -1.00900 2.57669 -1.79994
H3 -1.64700 1.08377 -1.92943
H4 0.44049 0.52035 -1.19358
H5 0.71421 2.13480 -0.30646
H6 0.53172 -1.12155 1.95669
H7 0.23585 -2.77151 0.28552
H8 -0.74661 -1.67433 -0.70543
H9 2.17018 -2.26606 -0.96184
H10 1.38177 -0.94947 -1.71502

The following is a quantum chemistry calculation of a gas-phase ion, C4H10N2O (charge +1), from OMol25.

Expectation value of S²: 0.77
Multiplicity: 2
Net charge: +1
E, Eh: -342.78175
Frontier orbital gap (spin up / spin down), Eh: 0.4532 / 0.2305
F_max, eV Å⁻¹: 4.70
E_HOMO (spin up / spin down), eV: -15.84 / -15.34

Geometry (Å):
C1 1.14769 -0.20740 0.21297
N1 0.70812 1.14131 0.29300
C2 -0.02911 1.82590 -0.73540
N2 -0.12685 1.07336 -1.89597
O1 -0.66588 2.91201 -0.57679
C3 0.10645 -1.30669 0.22663
C4 -1.06361 -1.16353 1.29426
H1 1.50177 -0.28750 1.32658
H2 1.92780 -0.24800 -0.56704
H3 0.62108 1.45613 1.20892
H4 0.34744 0.58063 -2.55085
H5 -0.85384 1.41363 -2.40268
H6 -0.41225 -1.49855 -0.80677
H7 0.76678 -2.18611 0.32861
H8 -0.56501 -0.92918 2.20819
H9 -1.82084 -0.38275 0.90056
H10 -1.58973 -2.19327 1.53577

The following is a quantum chemistry calculation of a molecular structure, C4H10N2O2, from OMol25.

E, Eh: -418.18596
Frontier orbital gap, Eh: 0.3176
F_max, eV Å⁻¹: 0.79
E_HOMO, eV: -8.13

Geometry (Å):
C1 -1.49428 -0.65422 -1.21973
C2 -1.13439 0.26297 -0.07636
C3 -1.10464 -0.21374 1.25080
H1 -1.46299 1.29233 -0.19392
H2 -0.98557 -1.61341 -1.11117
H3 -1.17695 -0.21709 -2.16913
H4 -2.57211 -0.83184 -1.27543
H5 -1.42660 0.39501 2.08531
H6 -1.08539 -1.28139 1.44047
C4 0.85471 0.30584 -0.14551
N1 1.15213 1.59781 -0.56714
O1 0.70168 0.16424 1.45329
O2 1.73702 -0.66596 2.04851
N2 1.42487 -0.76346 -0.57444
H7 1.92059 -1.22883 1.25485
H8 0.67116 2.32796 -0.06345
H9 2.14574 1.77878 -0.64258
H10 1.83502 -0.65504 -1.49439

The following is a quantum chemistry calculation of 2 unconnected molecules or ions with the total composition C4H10N2O2, from OMol25.

Structure (SMILES): C[C@](N)(O)CO.C#N
E, Eh: -418.29704
Frontier orbital gap, Eh: 0.3370
F_max, eV Å⁻¹: 4.22
E_HOMO, eV: -8.73

Geometry (Å):
C1 0.54434 1.49010 -0.28817
C2 0.12454 -0.27671 -0.51103
N1 0.50414 -0.54242 -1.83197
O1 -1.20953 -0.54837 -0.29980
C3 0.96509 -1.03862 0.51758
O2 0.82708 -2.43890 0.36766
H1 1.57601 1.43984 -0.62910
H2 -0.10783 1.93896 -1.03135
H3 0.63076 2.05411 0.63355
H4 1.20333 -1.25847 -1.97120
H5 -0.14785 -0.23081 -2.53807
H6 -1.75965 0.30698 -0.17591
H7 2.02049 -0.82399 0.35663
H8 0.65320 -0.70673 1.51192
H9 -0.11056 -2.64819 0.45691
C4 -1.91701 1.10048 1.60841
N2 -0.87202 1.39346 2.03173
H10 -2.92453 0.78928 1.79223

The following is a quantum chemistry calculation of 2 unconnected molecules or ions with the total composition C4H10N2O2, from OMol25.

E, Eh: -418.09379
Frontier orbital gap, Eh: 0.3418
F_max, eV Å⁻¹: 7.89
E_HOMO, eV: -8.84

Geometry (Å):
C1 1.50858 0.27868 -1.75197
C2 0.67808 0.95635 -0.60987
C3 -1.15290 -0.08337 1.04896
C4 -0.82283 -0.39440 2.33661
H1 2.26949 -0.50653 -1.57776
H2 0.78573 0.03556 -2.55204
H3 2.29689 0.83945 -2.25409
H4 0.10039 1.75045 -0.83599
H5 1.44912 1.28318 0.12509
H6 1.05719 -1.77828 -1.01130
H7 -1.40582 -1.51779 2.41484
H8 -1.31440 0.31969 3.34982
H9 0.60562 -0.65225 2.28153
H10 -1.81571 0.04069 -0.93269
N1 -0.16439 -0.23733 -0.08749
N2 -2.30235 0.42639 0.71116
O1 0.83637 -1.30415 -0.03393
O2 -2.60905 0.54366 -0.62090

The following is a quantum chemistry calculation of a molecular structure, C4H10N2O2, from OMol25.

E, Eh: -418.03132
Frontier orbital gap, Eh: 0.1874
F_max, eV Å⁻¹: 6.07
E_HOMO, eV: -8.52

Geometry (Å):
N1 2.32357 -0.07389 0.60466
C1 1.57008 -1.30816 -0.01635
C2 0.06812 -0.92654 -0.54049
N2 -0.01736 0.52258 -0.49899
C3 -1.29147 0.98460 -0.74099
C4 -1.86998 1.42890 0.70477
O1 -2.12885 0.35692 1.39223
O2 -0.03170 -1.43384 -1.71585
H1 3.12987 -0.52566 1.05349
H2 2.04567 -1.32568 -0.98710
H3 1.37012 -2.36563 0.20214
H4 1.58762 -0.79243 1.16883
H5 -0.64214 -1.31732 0.25942
H6 -1.29811 1.74302 -1.52236
H7 -1.76858 0.06754 -1.08226
H8 -1.09675 2.07211 1.16558
H9 -2.75155 2.07088 0.50444
H10 0.80144 0.82258 0.04883

The following is a quantum chemistry calculation of 2 unconnected molecules or ions with the total composition C4H10N2O2, from OMol25.

Structure (SMILES): NCCC=O.NC=O
E, Eh: -418.37882
Frontier orbital gap, Eh: 0.3711
F_max, eV Å⁻¹: 1.95
E_HOMO, eV: -9.35

Geometry (Å):
N1 -0.68152 -1.00861 0.17609
C1 0.65164 -0.97427 -0.40206
C2 1.52689 0.02092 0.37186
C3 2.89946 0.12829 -0.22467
O1 3.92597 -0.00934 0.37968
H1 -1.40676 -1.43925 -0.45601
H2 -0.67846 -1.39662 1.11520
H3 0.55256 -0.65006 -1.44185
H4 1.14004 -1.96107 -0.40073
H5 1.05701 1.00662 0.32442
H6 1.60741 -0.27655 1.41899
H7 2.90049 0.36278 -1.30876
N2 -2.33590 1.31445 0.71734
C4 -2.10277 0.71702 -0.48824
O2 -2.89092 -0.07188 -1.01356
H8 -3.17223 1.02815 1.20384
H9 -1.68072 1.97967 1.09187
H10 -1.31220 1.22974 -1.06342

Look up the E of the third one.
-342.78175 Eh